[1]
A cluster of 2 separate species, C35H41N4O3 in total, computed with wB97M-V/def2-TZVPD.

Calculated values
Total charge = +1
DFT total energy = -49053.51360 eV
2S+1 = 1

Geometry (Å):
1 C -4.884 3.967 1.959
2 C -4.328 3.326 3.075
3 C -3.038 2.814 3.015
4 C -2.283 2.897 1.820
5 C -1.002 2.236 1.706
6 C -0.038 2.641 0.796
7 N 1.282 2.807 1.038
8 C 2.091 3.306 -0.076
9 C 3.560 2.920 0.038
10 C 4.134 3.279 1.405
11 C 3.269 2.752 2.548
12 C 1.779 3.073 2.389
13 C -2.819 3.631 0.737
14 C -4.125 4.115 0.791
15 H -5.909 4.341 1.997
16 H -4.912 3.215 3.990
17 H -2.605 2.288 3.870
18 H -0.696 1.611 2.549
19 H -0.340 2.818 -0.246
20 H 1.671 2.903 -1.006
21 H 2.022 4.408 -0.127
22 H 3.671 1.844 -0.145
23 H 4.118 3.437 -0.749
24 H 5.145 2.870 1.501
25 H 4.215 4.370 1.487
26 H 3.386 1.664 2.633
27 H 3.605 3.181 3.499
28 H 1.626 4.141 2.642
29 H 1.191 2.487 3.105
30 H -2.213 3.767 -0.162
31 H -4.548 4.619 -0.081
32 C 3.286 -3.854 -0.233
33 N 2.336 -2.964 -0.859
34 C 2.532 -2.464 -2.115
35 O 3.535 -2.637 -2.806
36 C 1.299 -1.629 -2.462
37 C 0.522 -2.225 -3.644
38 C 1.338 -2.220 -4.924
39 C 1.626 -3.416 -5.593
40 C 2.491 -3.410 -6.690
41 C 3.031 -2.203 -7.151
42 C 2.695 -1.002 -6.517
43 C 1.839 -1.008 -5.412
44 N 0.566 -1.612 -1.188
45 C -0.504 -0.819 -0.998
46 C -1.246 -0.826 0.176
47 C -2.235 0.079 0.520
48 C -3.224 -0.245 1.535
49 C -2.915 -1.106 2.612
50 C -3.831 -1.300 3.662
51 N -3.413 -2.026 4.816
52 O -4.198 -2.099 5.790
53 O -2.273 -2.547 4.827
54 C -5.105 -0.710 3.633
55 C -5.448 0.083 2.538
56 C -4.547 0.285 1.492
57 C 1.129 -2.515 -0.174
58 C 0.232 -3.728 0.118
59 C 1.505 -1.821 1.143
60 H 4.100 -4.055 -0.935
61 H 3.694 -3.397 0.678
62 H 2.799 -4.797 0.045
63 H 1.625 -0.607 -2.726
64 H 0.228 -3.257 -3.391
65 H -0.400 -1.634 -3.780
66 H 1.196 -4.348 -5.213
67 H 2.748 -4.353 -7.173
68 H 3.709 -2.200 -8.004
69 H 3.106 -0.056 -6.867
70 H 1.576 -0.080 -4.898
71 H -0.781 -0.172 -1.836
72 H -1.065 -1.635 0.880
73 H -2.476 0.874 -0.187
74 H -1.937 -1.582 2.699
75 H -5.771 -0.877 4.476
76 H -6.433 0.553 2.514
77 H -4.829 0.900 0.633
78 H 0.119 -4.341 -0.785
79 H 0.697 -4.331 0.908
80 H -0.761 -3.425 0.455
81 H 2.219 -1.009 0.953
82 H 0.632 -1.400 1.644
83 H 1.958 -2.559 1.817

Just the Mulliken charges please, in e? Sure, here they are: atom 1 (C): -0.538, atom 2 (C): -0.676, atom 3 (C): -0.437, atom 4 (C): 1.094, atom 5 (C): -0.909, atom 6 (C): -0.158, atom 7 (N): 0.577, atom 8 (C): -0.714, atom 9 (C): -0.616, atom 10 (C): -0.725, atom 11 (C): -0.693, atom 12 (C): -0.555, atom 13 (C): -0.260, atom 14 (C): -0.802, atom 15 (H): 0.395, atom 16 (H): 0.438, atom 17 (H): 0.432, atom 18 (H): 0.289, atom 19 (H): 0.227, atom 20 (H): 0.391, atom 21 (H): 0.309, atom 22 (H): 0.205, atom 23 (H): 0.371, atom 24 (H): 0.337, atom 25 (H): 0.324, atom 26 (H): 0.280, atom 27 (H): 0.348, atom 28 (H): 0.305, atom 29 (H): 0.289, atom 30 (H): 0.300, atom 31 (H): 0.394, atom 32 (C): -0.950, atom 33 (N): 0.269, atom 34 (C): 0.196, atom 35 (O): -0.691, atom 36 (C): -0.149, atom 37 (C): -0.554, atom 38 (C): 0.562, atom 39 (C): -0.368, atom 40 (C): -0.598, atom 41 (C): -0.447, atom 42 (C): -0.748, atom 43 (C): -0.196, atom 44 (N): 0.842, atom 45 (C): 0.083, atom 46 (C): 0.914, atom 47 (C): -1.503, atom 48 (C): 0.992, atom 49 (C): -0.584, atom 50 (C): -0.431, atom 51 (N): 0.990, atom 52 (O): -0.589, atom 53 (O): -0.586, atom 54 (C): -0.588, atom 55 (C): -0.619, atom 56 (C): -0.476, atom 57 (C): 0.199, atom 58 (C): -1.582, atom 59 (C): -1.615, atom 60 (H): 0.390, atom 61 (H): 0.291, atom 62 (H): 0.302, atom 63 (H): 0.377, atom 64 (H): 0.334, atom 65 (H): 0.368, atom 66 (H): 0.320, atom 67 (H): 0.372, atom 68 (H): 0.378, atom 69 (H): 0.373, atom 70 (H): 0.332, atom 71 (H): 0.565, atom 72 (H): -0.525, atom 73 (H): 0.515, atom 74 (H): 0.798, atom 75 (H): 0.523, atom 76 (H): 0.427, atom 77 (H): 0.389, atom 78 (H): 0.353, atom 79 (H): 0.517, atom 80 (H): 0.294, atom 81 (H): 0.488, atom 82 (H): 0.321, atom 83 (H): 0.506

---

[2]
A structure of composition C35H42AlClN3O8P2S, computed with wB97M-V/def2-TZVPD.

Calculated values
Total charge = -1
DFT total energy = -106369.30487 eV
2S+1 = 1

Geometry (Å):
1 Al 0.346 -0.110 0.194
2 C 1.292 2.716 -2.161
3 C 0.317 1.842 -2.954
4 C 0.594 1.992 -4.448
5 P 0.373 0.081 -2.360
6 C -0.535 -0.850 -3.667
7 C -1.973 -0.330 -3.739
8 C -0.542 -2.359 -3.439
9 C 2.110 -0.373 -2.477
10 C 2.697 -0.943 -3.600
11 C 3.990 -1.435 -3.562
12 C 4.673 -1.392 -2.354
13 C 4.100 -0.833 -1.227
14 C 2.820 -0.266 -1.264
15 N 2.194 0.307 -0.139
16 C 3.022 0.783 0.881
17 C 4.217 1.464 0.572
18 C 5.118 1.835 1.545
19 C 4.863 1.560 2.885
20 C 3.643 1.005 3.217
21 C 2.694 0.659 2.251
22 P 0.956 0.311 2.622
23 C 0.444 1.863 3.515
24 C 1.220 2.202 4.793
25 C 0.501 3.086 2.595
26 C 0.707 -1.086 3.829
27 C -0.278 -0.808 4.965
28 C 2.002 -1.686 4.366
29 H 1.162 3.758 -2.461
30 H 2.322 2.423 -2.377
31 H 1.132 2.650 -1.088
32 H -0.698 2.195 -2.739
33 H 1.573 1.577 -4.701
34 H 0.608 3.053 -4.711
35 H -0.156 1.508 -5.074
36 H -0.033 -0.639 -4.617
37 H -2.468 -0.472 -2.780
38 H -2.530 -0.894 -4.492
39 H -2.035 0.728 -4.000
40 H -1.052 -2.612 -2.511
41 H 0.460 -2.775 -3.362
42 H -1.068 -2.835 -4.272
43 H 2.118 -1.034 -4.512
44 H 4.439 -1.879 -4.441
45 H 5.663 -1.825 -2.276
46 H 4.642 -0.866 -0.293
47 H 4.436 1.671 -0.467
48 H 6.031 2.342 1.255
49 H 5.582 1.809 3.654
50 H 3.409 0.843 4.259
51 H -0.599 1.678 3.789
52 H 2.182 2.648 4.544
53 H 1.405 1.350 5.446
54 H 0.651 2.942 5.362
55 H 1.471 3.155 2.097
56 H 0.376 3.992 3.194
57 H -0.263 3.089 1.830
58 H 0.245 -1.833 3.182
59 H 0.128 -0.147 5.730
60 H -0.508 -1.760 5.449
61 H -1.223 -0.389 4.618
62 H 2.498 -1.007 5.064
63 H 2.687 -1.937 3.561
64 H 1.765 -2.603 4.911
65 O -4.208 4.066 0.390
66 C -5.000 3.003 0.414
67 O -6.177 3.099 0.660
68 C -4.371 1.685 0.111
69 C -5.070 0.506 -0.068
70 Cl -6.738 0.198 0.073
71 N -4.179 -0.481 -0.326
72 N -2.924 -0.009 -0.296
73 C -3.016 1.279 -0.045
74 C -1.745 2.067 -0.004
75 O -1.796 3.297 -0.090
76 O -0.656 1.419 0.126
77 C -4.365 -1.874 -0.613
78 C -3.445 -2.763 -0.078
79 C -3.545 -4.108 -0.396
80 C -4.564 -4.556 -1.226
81 C -5.473 -3.652 -1.757
82 C -5.373 -2.300 -1.465
83 H -3.270 3.822 0.152
84 H -2.633 -2.399 0.536
85 H -2.805 -4.791 0.001
86 H -4.641 -5.608 -1.470
87 H -6.256 -3.993 -2.424
88 H -6.052 -1.591 -1.914
89 O 1.015 -2.762 -0.955
90 S 0.520 -2.779 0.418
91 O 1.548 -2.281 1.351
92 O -0.573 -1.627 0.456
93 O -0.129 -4.003 0.827

Just the Mulliken charges please, in e? Sure, here they are: atom 1 (Al): -2.610, atom 2 (C): -1.401, atom 3 (C): 0.830, atom 4 (C): -1.578, atom 5 (P): 2.173, atom 6 (C): 0.399, atom 7 (C): -1.640, atom 8 (C): -1.733, atom 9 (C): -0.398, atom 10 (C): -0.553, atom 11 (C): -0.887, atom 12 (C): -0.904, atom 13 (C): -0.244, atom 14 (C): -0.234, atom 15 (N): 1.182, atom 16 (C): -0.823, atom 17 (C): -0.404, atom 18 (C): -0.761, atom 19 (C): -1.072, atom 20 (C): -0.428, atom 21 (C): 0.659, atom 22 (P): 0.923, atom 23 (C): 0.854, atom 24 (C): -1.894, atom 25 (C): -0.818, atom 26 (C): 1.210, atom 27 (C): -1.617, atom 28 (C): -1.749, atom 29 (H): 0.606, atom 30 (H): 0.252, atom 31 (H): 0.004, atom 32 (H): 0.280, atom 33 (H): 0.249, atom 34 (H): 0.480, atom 35 (H): 0.352, atom 36 (H): 0.644, atom 37 (H): 0.100, atom 38 (H): 0.552, atom 39 (H): 0.303, atom 40 (H): 0.177, atom 41 (H): 0.291, atom 42 (H): 0.570, atom 43 (H): 0.385, atom 44 (H): 0.417, atom 45 (H): 0.379, atom 46 (H): 0.506, atom 47 (H): 0.555, atom 48 (H): 0.383, atom 49 (H): 0.392, atom 50 (H): 0.392, atom 51 (H): 0.715, atom 52 (H): 0.435, atom 53 (H): 0.310, atom 54 (H): 0.454, atom 55 (H): 0.187, atom 56 (H): 0.564, atom 57 (H): -0.241, atom 58 (H): 0.036, atom 59 (H): 0.290, atom 60 (H): 0.492, atom 61 (H): 0.313, atom 62 (H): 0.287, atom 63 (H): 0.317, atom 64 (H): 0.471, atom 65 (O): -0.605, atom 66 (C): 0.451, atom 67 (O): -0.632, atom 68 (C): -0.441, atom 69 (C): -0.135, atom 70 (Cl): -0.149, atom 71 (N): 0.080, atom 72 (N): 0.542, atom 73 (C): 0.258, atom 74 (C): 0.220, atom 75 (O): -0.868, atom 76 (O): 0.570, atom 77 (C): 0.400, atom 78 (C): -0.108, atom 79 (C): -0.648, atom 80 (C): -0.428, atom 81 (C): -0.743, atom 82 (C): -0.456, atom 83 (H): 0.446, atom 84 (H): 0.207, atom 85 (H): 0.484, atom 86 (H): 0.390, atom 87 (H): 0.361, atom 88 (H): 0.441, atom 89 (O): -0.524, atom 90 (S): 1.077, atom 91 (O): -0.377, atom 92 (O): 0.699, atom 93 (O): -0.890

---

One value per record, in order, for energy relative to the best compared isomer or geometry (same formula, charge and spin): 8.61, 9.33 kcal/mol.